Entry 1:
# C29H40AsGe2LiN2Se

A molecular structure, C29H40AsGe2LiN2Se at a distorted geometry (wB97M-V/def2-TZVPD, the Open Molecules 2025 dataset).

## Properties
relative energy (zero: lowest compared OMol25 entry of this formula, charge and spin): 0.216 eV
strongest force on any atom: 1.32 eV/Å
expectation value of S²: 0.76
LUMO energy (spin up / spin down): -2.27 / -4.33 eV
HOMO level (spin up / spin down): -10.062 / -10.911 eV

```
! RIJCOSX wB97M-V def2-TZVPD def2/J DEFGRID3
* xyz 1 2
Li 0.1573 0.2775 0.2975
C -3.9200 -0.0848 -1.3573
Ge -3.4246 -1.6142 -0.2062
C -4.3987 -3.2349 -0.7695
C -3.9619 -1.0359 1.6013
Ge -0.9486 -1.9676 -0.1648
C -0.5492 -3.4296 1.0870
C -0.8478 -3.2571 2.4422
C -0.6388 -4.2822 3.3508
C -0.1208 -5.4949 2.9146
C 0.1907 -5.6756 1.5733
C -0.0183 -4.6484 0.6644
C -0.2429 -2.4663 -1.9274
C 1.1049 -2.7868 -2.0995
C 1.6096 -3.0756 -3.3575
C 0.7720 -3.0364 -4.4647
C -0.5681 -2.7101 -4.3111
C -1.0686 -2.4167 -3.0517
H -5.0084 -0.0045 -1.3552
H -3.5898 -0.1730 -2.3922
H -3.5098 0.8329 -0.9343
H -5.4641 -3.0017 -0.7460
H -4.2067 -4.0694 -0.0969
H -4.1295 -3.5335 -1.7817
H -5.0132 -0.7453 1.5697
H -3.3770 -0.1658 1.9029
H -3.8438 -1.8158 2.3529
H -1.2525 -2.3072 2.7783
H -0.8819 -4.1358 4.3956
H 0.0313 -6.3009 3.6206
H 0.5949 -6.6210 1.2342
H 0.2219 -4.7964 -0.3821
H 1.7655 -2.8037 -1.2398
H 2.6563 -3.3240 -3.4779
H 1.1671 -3.2552 -5.4481
H -1.2223 -2.6790 -5.1730
H -2.1166 -2.1608 -2.9337
C -2.3723 3.8077 -0.5210
As -1.0027 2.4427 -0.2824
C -0.5023 2.0833 -2.1379
C 0.5648 3.5532 0.2325
C 0.7152 4.8213 -0.5493
C 1.4027 4.8494 -1.7608
C 1.5064 6.0284 -2.4847
C 0.9295 7.1963 -2.0080
C 0.2523 7.1821 -0.7971
C 0.1461 6.0032 -0.0759
H -1.9887 4.5893 -1.1745
H -2.6304 4.2348 0.4464
H -3.2668 3.3688 -0.9589
H -0.4785 3.0028 -2.7209
H -1.2010 1.3872 -2.6003
H 0.4928 1.6313 -2.1490
H 1.4330 2.9042 0.1047
H 0.4614 3.7710 1.2968
H 1.8824 3.9504 -2.1298
H 2.0484 6.0376 -3.4216
H 1.0224 8.1175 -2.5675
H -0.1874 8.0914 -0.4082
H -0.3760 5.9936 0.8746
C 2.8166 -2.5393 2.0886
N 3.2309 -1.2521 2.6143
C 3.7120 -1.0061 3.8826
C 3.9991 0.3104 3.9515
N 3.6918 0.8589 2.7244
C 3.8472 2.2508 2.3499
C 3.2152 -0.1029 1.9083
Se 2.6711 0.1050 0.1582
H 3.0503 -3.3139 2.8138
H 3.3476 -2.7422 1.1602
H 1.7450 -2.5441 1.8904
H 3.8099 -1.7830 4.6195
H 4.3943 0.9012 4.7585
H 4.5029 2.7420 3.0635
H 2.8809 2.7536 2.3371
H 4.2862 2.3142 1.3571
*
```

Here is what Löwdin gives for the atomic charges, in e: 0.268, -0.247, 0.688, -0.231, -0.255, 0.886, -0.408, -0.154, -0.083, -0.077, -0.072, -0.109, -0.391, -0.143, -0.072, -0.073, -0.076, -0.126, 0.027, 0.011, -0.027, 0.025, 0.020, 0.014, 0.024, 0.011, 0.012, 0.091, 0.107, 0.108, 0.109, 0.096, 0.077, 0.109, 0.108, 0.108, 0.072, -0.290, 1.065, -0.303, -0.363, -0.324, -0.061, -0.074, -0.082, -0.075, -0.069, 0.032, 0.032, 0.022, 0.032, 0.017, 0.020, 0.012, 0.069, 0.111, 0.107, 0.106, 0.107, 0.113, -0.017, -0.114, -0.024, -0.026, -0.121, -0.021, -0.713, 0.619, 0.103, 0.090, 0.064, 0.131, 0.131, 0.100, 0.088, 0.081


Entry 2:
# C26H39Cl21N4OP

8 unconnected molecules or ions with the total composition C26H39Cl21N4OP at a distorted geometry (wB97M-V/def2-TZVPD, the Open Molecules 2025 dataset).

## Properties
relative energy (zero: lowest compared OMol25 entry of this formula, charge and spin): 7.703 eV
strongest force on any atom: 6.14 eV/Å
LUMO energy: -3.95 eV
HOMO level: -10.915 eV

```
! RIJCOSX wB97M-V def2-TZVPD def2/J DEFGRID3
* xyz 1 1
C 1.9134 1.1565 4.5601
C 2.1705 2.1691 3.3079
P 0.5378 2.9414 2.7489
C 0.8667 4.8221 2.5449
N 0.0584 2.4191 1.1122
N 0.7425 2.8171 0.0126
N 0.1996 2.3317 -1.1379
C -0.9313 1.5088 -0.6532
C -1.8786 0.6861 -1.6355
C -1.6017 -0.9236 -1.6206
C -2.9147 -1.7461 -1.0982
C -2.5193 -3.2311 -0.5737
C -2.9479 -3.5132 0.9483
O -2.7913 -2.3678 1.8328
C -1.8561 -2.6372 2.9097
N -0.9821 1.6148 0.8011
C -1.9940 0.8999 1.6403
C -2.7118 1.7928 2.7577
C -4.0446 1.0700 3.3118
C -5.2886 1.2390 2.2934
C -5.6035 -0.0304 1.4162
C -6.7603 0.1046 0.3919
C -7.5889 1.4368 0.2829
C -7.2753 2.6621 1.2022
C -6.0788 2.5629 2.2163
H 2.4478 0.1498 4.4280
H 0.7855 0.9868 4.7390
H 2.3130 1.5937 5.5478
H 2.7742 1.6701 2.4665
H 2.8027 3.0351 3.7442
H 1.0375 5.3107 3.5587
H 1.7389 4.9106 1.8148
H -0.0457 5.2888 2.0076
H -2.9955 0.8322 -1.4550
H -1.6010 1.0337 -2.7027
H -0.7407 -1.1003 -0.8800
H -1.2955 -1.3250 -2.6577
H -3.6620 -1.8612 -1.9602
H -3.4610 -1.1196 -0.2948
H -3.1305 -3.9716 -1.2191
H -1.4138 -3.5029 -0.7597
H -2.3789 -4.4168 1.3823
H -4.0657 -3.8146 0.9679
H -1.9794 -3.6844 3.3700
H -2.0383 -1.8267 3.7134
H -0.7889 -2.4726 2.4975
H -1.5160 -0.0631 2.0248
H -2.8290 0.5648 0.9110
H -2.8905 2.8873 2.4458
H -1.9826 1.8516 3.6545
H -4.3472 1.5939 4.2957
H -3.8114 -0.0219 3.5442
H -5.0104 -0.9952 1.5197
H -7.0134 -0.7930 -0.2646
H -8.4529 1.5761 -0.4478
H -7.8569 3.6433 1.1778
H -5.7619 3.4216 2.9027
C 2.6237 1.0416 -3.3548
Cl 4.2750 1.6546 -3.1940
Cl 1.9060 1.5825 -4.8797
Cl 2.6025 -0.7215 -3.2474
H 2.0278 1.4401 -2.5344
C 2.6660 5.0407 -6.8714
Cl 3.2786 6.3130 -5.8053
Cl 0.9950 5.3792 -7.3468
Cl 3.6977 4.8762 -8.2998
H 2.6836 4.0979 -6.3253
C 3.3583 -3.1364 -0.1290
Cl 3.6457 -4.3411 -1.3938
Cl 1.6514 -3.1041 0.3316
Cl 4.3819 -3.4625 1.2760
H 3.6183 -2.1557 -0.5236
C -4.1906 -7.1602 0.4703
Cl -5.1256 -6.9286 -1.0132
Cl -2.5925 -6.4129 0.3200
Cl -5.0589 -6.4976 1.8626
H -4.0558 -8.2286 0.6275
C 7.5803 -3.8041 3.5587
Cl 7.8514 -5.0080 2.2907
Cl 5.8731 -3.7792 4.0276
Cl 8.6044 -4.1298 4.9682
H 7.8412 -2.8236 3.1639
C 1.2470 6.0516 -11.3638
Cl -0.2534 5.1891 -10.9933
Cl 1.3265 6.4487 -13.0859
Cl 1.3820 7.5158 -10.3804
H 2.0848 5.3996 -11.1236
C 12.1822 -3.9659 1.9218
Cl 12.9066 -2.3783 1.6288
Cl 10.7328 -3.8137 2.9262
Cl 11.7967 -4.7657 0.3911
H 12.9055 -4.5790 2.4559
*
```

Here is what Löwdin gives for the atomic charges, in e: -0.176, -0.397, 0.990, -0.273, -0.268, 0.055, 0.114, -0.065, -0.099, -0.167, -0.176, -0.173, -0.272, -0.285, -0.108, -0.005, -0.098, -0.194, -0.164, -0.177, -0.034, -0.060, -0.062, -0.054, -0.032, 0.077, 0.053, 0.082, 0.088, 0.092, 0.062, 0.046, 0.059, 0.125, 0.131, 0.094, 0.128, 0.119, 0.076, 0.099, 0.104, 0.033, 0.114, 0.111, 0.094, 0.087, 0.130, 0.122, 0.126, 0.074, 0.125, 0.106, 0.079, 0.087, 0.087, 0.090, 0.099, -1.555, 0.536, 0.535, 0.525, -0.036, -1.539, 0.522, 0.507, 0.526, -0.028, -1.547, 0.536, 0.498, 0.503, -0.006, -1.491, 0.535, 0.605, 0.541, 0.020, -1.546, 0.506, 0.493, 0.505, 0.015, -1.553, 0.504, 0.526, 0.503, -0.002, -1.518, 0.522, 0.493, 0.523, 0.019


Entry 3:
# C36H38I2N3O2PW

A molecular structure, C36H38I2N3O2PW (wB97M-V/def2-TZVPD, the Open Molecules 2025 dataset).

## Properties
relative energy (zero: lowest compared OMol25 entry of this formula, charge and spin): 0.000 eV
strongest force on any atom: 0.75 eV/Å
LUMO energy (spin up / spin down): -5.68 / -5.46 eV
HOMO level (spin up / spin down): -12.537 / -12.535 eV

```
! RIJCOSX wB97M-V def2-TZVPD def2/J DEFGRID3
* xyz 2 1
W -0.0252 0.1604 0.3008
I 1.6744 -6.0434 4.7793
C 1.0946 -4.5721 3.4265
C 0.2880 -4.9063 2.3452
C -0.0940 -3.9321 1.4370
I -1.2895 -4.4388 -0.1834
C 0.3367 -2.6188 1.6093
O 0.0171 -1.6688 0.6851
C 1.1276 -2.2842 2.7027
C 1.5177 -0.8518 2.8739
N 0.3539 0.0344 2.5306
C 0.3942 1.2792 3.3232
C -0.0844 2.4575 2.5355
C -0.1614 3.6958 3.1465
C -0.6963 4.7672 2.4526
C -1.1549 4.5422 1.1658
C -1.0388 3.2804 0.6203
N -0.4867 2.2357 1.2699
C 1.5054 -3.2614 3.6116
H -0.0404 -5.9271 2.2071
H 2.3688 -0.5791 2.2490
H 1.8008 -0.6731 3.9120
H -0.4638 -0.4925 2.8382
H 1.4086 1.4540 3.6870
H -0.2317 1.1642 4.2108
H 0.1783 3.8072 4.1679
H -0.7703 5.7432 2.9123
H -1.6073 5.3286 0.5792
H -1.4063 3.0917 -0.3729
H 2.1173 -2.9983 4.4650
N 1.9543 1.2108 0.2297
C 3.2130 0.4469 0.1237
C 4.3438 0.9479 0.7501
C 5.5294 0.2309 0.6825
C 5.5745 -0.9744 -0.0041
C 4.4333 -1.4663 -0.6200
C 3.2408 -0.7568 -0.5593
H 2.0289 1.7505 1.0932
H 1.9501 1.9412 -0.4832
H 4.3090 1.8937 1.2811
H 6.4175 0.6157 1.1648
H 6.4998 -1.5316 -0.0542
H 4.4707 -2.4104 -1.1475
H 2.3351 -1.1264 -1.0181
C -0.3414 3.6057 -4.1845
C -1.6926 3.3393 -4.3600
C -2.3679 2.5234 -3.4637
C -1.7102 1.9311 -2.3824
C -0.3459 2.1915 -2.2442
C 0.3318 3.0255 -3.1171
C -2.4756 1.1321 -1.4179
C -1.9873 0.5130 -0.3311
C -2.8778 -0.2583 0.5791
C -2.9208 -0.0021 1.9565
C -3.7571 -0.7295 2.7891
C -4.5686 -1.7258 2.2618
C -4.5537 -1.9722 0.8979
C -3.7125 -1.2503 0.0649
H 0.1826 4.2526 -4.8745
H -2.2277 3.7807 -5.1900
H -3.4296 2.3494 -3.5921
H 0.2449 1.6800 -1.4807
H 1.3913 3.2113 -2.9833
H -3.5492 1.0971 -1.5874
H -2.3527 0.8250 2.3617
H -3.7987 -0.5018 3.8467
H -5.2225 -2.2935 2.9097
H -5.1967 -2.7358 0.4805
H -3.7009 -1.4487 -0.9986
C 0.9783 -2.6805 -3.2206
P -0.0863 -1.2542 -3.0192
C -1.7774 -1.8174 -3.1672
C 0.2298 -0.1581 -4.3945
O 0.2231 -0.6126 -1.6720
H 0.7344 -3.2318 -4.1285
H 0.8428 -3.3317 -2.3566
H 2.0194 -2.3590 -3.2725
H -1.8862 -2.4344 -4.0601
H -2.4562 -0.9679 -3.2274
H -2.0078 -2.4155 -2.2844
H 0.1215 -0.7424 -5.3109
H 1.2474 0.2299 -4.3423
H -0.4768 0.6703 -4.4115
*
```

Here is what Löwdin gives for the atomic charges, in e: 1.636, 0.958, -0.723, -0.198, -0.614, 1.069, -0.343, -0.301, -0.153, -0.098, -0.136, -0.114, -0.268, 0.008, -0.005, -0.003, -0.075, -0.009, -0.089, 0.092, 0.117, 0.137, 0.117, 0.138, 0.153, 0.135, 0.130, 0.128, 0.087, 0.111, 0.000, -0.297, -0.033, -0.048, -0.051, -0.045, -0.037, 0.090, 0.114, 0.122, 0.120, 0.119, 0.116, 0.075, -0.060, -0.051, -0.022, -0.268, -0.131, -0.071, -0.088, -0.256, -0.254, -0.067, -0.061, -0.057, -0.059, -0.050, 0.116, 0.118, 0.124, 0.038, 0.114, 0.131, 0.091, 0.112, 0.116, 0.117, 0.100, -0.149, 0.643, -0.150, -0.135, -0.506, 0.075, 0.026, 0.063, 0.077, 0.057, -0.013, 0.078, 0.075, 0.041


Entry 4:
# C23H25N3O4S2

C23H25N3O4S2 in the gas phase at a distorted geometry (wB97M-V/def2-TZVPD, the Open Molecules 2025 dataset).

## Properties
relative energy (zero: lowest compared OMol25 entry of this formula, charge and spin): 1.176 eV
strongest force on any atom: 1.07 eV/Å
LUMO energy: 0.61 eV
HOMO level: -7.508 eV
SMILES: Cc1ccc(-c2csc(N3CCC(NS(=O)(=O)c4ccc5c(c4)OCCO5)CC3)n2)cc1

```
! RIJCOSX wB97M-V def2-TZVPD def2/J DEFGRID3
* xyz 0 1
C 5.9062 2.3363 -0.6140
C 4.9780 1.1749 -0.4228
C 5.3546 -0.1062 -0.8092
C 4.4948 -1.1764 -0.6620
C 3.2255 -0.9922 -0.1173
C 2.2830 -2.0921 0.0351
C 2.3192 -3.2888 -0.6158
S 0.9668 -4.2717 -0.1868
C 0.4365 -2.9609 0.8739
N -0.6533 -3.1047 1.6781
C -1.0859 -1.8939 2.3497
C -1.8287 -0.9879 1.3679
C -3.0188 -1.7288 0.7590
N -3.6606 -0.8605 -0.2138
S -2.7576 -0.1524 -1.4416
O -3.7073 0.1200 -2.4800
O -1.5892 -0.9199 -1.7731
C -2.2571 1.3873 -0.6897
C -3.2382 2.2305 -0.2026
C -2.8689 3.4169 0.3998
C -1.5244 3.7637 0.5006
C -0.5415 2.9230 -0.0427
C -0.9212 1.7211 -0.6287
O 0.7833 3.2521 -0.0194
C 1.0184 4.6131 0.2706
C 0.1632 5.0487 1.4584
O -1.2073 4.9287 1.1389
C -2.5678 -3.0659 0.1530
C -1.7712 -3.8776 1.1789
N 1.2110 -1.9366 0.8705
C 2.8497 0.2898 0.2802
C 3.7135 1.3542 0.1248
H 5.7252 3.1060 0.1332
H 6.9445 2.0186 -0.5494
H 5.7507 2.7790 -1.5988
H 6.3375 -0.2663 -1.2305
H 4.8151 -2.1635 -0.9602
H 3.0236 -3.6480 -1.3367
H -0.2018 -1.3879 2.7373
H -1.7342 -2.1874 3.1803
H -2.1707 -0.0766 1.8594
H -1.1374 -0.7200 0.5702
H -3.7609 -1.9223 1.5477
H -4.4998 -1.2514 -0.6150
H -4.2716 1.9431 -0.2965
H -3.6003 4.0958 0.8075
H -0.1725 1.0616 -1.0369
H 2.0825 4.7053 0.4919
H 0.7689 5.2311 -0.6022
H 0.3308 6.0967 1.7099
H 0.3998 4.4175 2.3255
H -3.4360 -3.6358 -0.1837
H -1.9357 -2.8536 -0.7107
H -1.3982 -4.8008 0.7315
H -2.4020 -4.1366 2.0350
H 1.8691 0.4376 0.7051
H 3.3968 2.3416 0.4283
*
```

Here is what Löwdin gives for the atomic charges, in e: -0.055, -0.281, -0.045, -0.024, -0.170, -0.337, -0.354, 1.050, -0.588, -0.122, -0.143, -0.132, -0.351, -0.091, 0.665, -0.286, -0.286, -0.292, -0.059, 0.023, -0.190, -0.180, 0.030, -0.031, -0.142, -0.140, -0.017, -0.121, -0.175, 0.114, -0.018, -0.038, 0.073, 0.075, 0.083, 0.110, 0.107, 0.062, 0.120, 0.127, 0.128, 0.083, 0.153, 0.111, 0.116, 0.124, 0.129, 0.129, 0.142, 0.134, 0.141, 0.122, 0.097, 0.091, 0.127, 0.100, 0.097